{"formula": "C28H57FO12TiV", "method": "ωB97M-V with the def2-TZVPD basis set", "species": ["C", "C", "C", "C", "H", "O", "C", "H", "H", "Ti", "O", "O", "H", "H", "H", "C", "C", "O", "H", "C", "C", "O", "O", "H", "H", "O", "H", "H", "H", "H", "O", "H", "H", "C", "H", "H", "C", "H", "H", "H", "C", "H", "C", "H", "H", "H", "O", "C", "C", "H", "H", "C", "C", "O", "H", "C", "H", "H", "H", "H", "C", "V", "F", "H", "H", "H", "C", "H", "H", "H", "H", "C", "H", "H", "H", "H", "H", "H", "H", "C", "C", "C", "H", "H", "O", "H", "C", "H", "H", "O", "C", "H", "C", "H", "H", "C", "H", "H", "H", "H"], "xyz": [[-5.1482, -0.0892, 1.3859], [-1.8379, 6.3762, -0.4874], [-3.3600, 0.7204, 0.2976], [4.5837, -0.6069, -2.7866], [-7.0301, 0.8367, 1.6518], [2.9520, -1.7063, 1.0783], [-1.2325, -2.9079, -2.0937], [5.0868, -3.5466, -1.4012], [-5.0858, -0.0667, 2.4739], [1.1259, -2.1441, -0.2971], [-4.5565, 1.0452, 0.7722], [2.3696, -4.3289, -0.6741], [1.9937, 0.7774, 2.6241], [-0.4745, 2.5624, 4.2354], [-4.1382, -2.0609, 1.4937], [-0.8574, 5.3775, 0.1517], [3.5133, -6.3467, -0.6403], [-1.0643, 4.1731, -0.0062], [2.7137, -0.3694, 3.8587], [-0.8895, -1.7124, -2.9839], [-1.2279, -3.1783, 2.1784], [2.5136, -1.3760, -2.0232], [-3.2202, -0.5844, 0.2960], [5.0013, -1.4744, -2.2756], [-2.6695, 5.8270, -0.9290], [-2.4658, 1.5324, 0.0105], [-1.5087, -1.1136, 2.6367], [-0.8953, 3.2170, -3.7706], [1.3970, -0.8718, 2.8052], [2.8299, 1.4552, -3.4147], [-0.5713, 2.1385, -2.1251], [-2.7252, -2.1669, 3.3649], [-2.7470, 2.2861, 4.6483], [2.2867, -0.2448, 2.8636], [-3.2131, -2.2037, -2.0379], [-2.7621, 3.3504, 3.1802], [-2.6850, -3.1473, -1.9011], [-4.9919, -1.6106, -0.0702], [4.5636, -3.3685, 0.3496], [-2.9969, -3.9475, 1.5940], [4.8047, -4.0425, -0.4724], [-1.7698, -5.1291, 1.3063], [-1.1343, 2.2079, -3.4348], [4.1093, 1.7593, -1.0291], [-6.8517, -0.0584, 0.1284], [4.8683, -0.5932, -3.8387], [-0.5387, 2.0391, 2.2056], [3.0887, -0.5687, -2.7200], [-1.0310, 1.9679, 3.5108], [3.3449, 2.5189, 1.1881], [-3.0198, 2.1069, -4.5560], [0.0756, 5.9897, 1.1047], [2.3956, 0.4719, -3.5951], [-0.1562, -3.1209, 1.5644], [-1.1631, -1.9989, -3.9993], [-2.4785, 2.3837, 3.5964], [-7.1082, -0.9950, 1.6729], [-1.4732, -0.8223, -2.7489], [3.7592, 3.3583, -1.6689], [0.0222, 7.0782, 1.0831], [-2.6451, 1.9392, -3.5463], [-0.2702, 1.9141, 0.0125], [0.0175, -0.1577, -0.0474], [3.1934, 4.1349, 0.5885], [1.0983, 5.8138, 0.7710], [-0.0111, 5.5886, 2.1145], [4.6642, -0.4037, 1.8925], [4.7167, 0.2860, 1.0501], [1.3291, 0.5589, -3.3875], [4.8226, 0.1576, 2.8134], [-2.3042, 7.0093, 0.2675], [3.4760, -4.8281, -0.5744], [3.5501, -6.6870, 0.3946], [-2.8827, -3.5557, -0.9101], [-0.6195, 1.5255, -4.1111], [5.3766, -1.1957, 1.6619], [-1.4727, 7.0675, -1.2470], [2.4953, 0.2052, -4.6473], [4.9911, 0.2961, -2.3319], [-1.6724, -2.0896, 3.0936], [3.2587, -0.7870, 1.8632], [-2.0840, -4.3656, 2.0180], [5.0564, 3.1919, -0.6551], [-3.0567, 1.7047, 2.9697], [1.7288, 2.6936, 0.0022], [-3.0772, -3.7894, -2.6897], [4.0398, 2.8149, -0.7666], [2.5809, -6.7146, -1.0687], [-3.2292, 2.5730, -2.8790], [-0.3746, -3.5866, -1.4827], [-6.6958, -0.1003, 1.2064], [5.5776, -4.6931, -0.0631], [3.0360, 3.0919, 0.3138], [4.3725, -6.7294, -1.1910], [-2.2975, -4.8020, 2.9937], [-4.3854, -1.2810, 0.7734], [-2.8674, 0.8905, -3.3492], [0.1841, -1.5252, -3.0049], [-0.9029, 0.9384, 3.8452], [-1.0373, -2.1583, 3.9768]], "e_tot_ha": -3897.22783, "fmax_ev_per_a": 4.92, "s2": 8.755, "total_charge": 0, "multiplicity": 6}